(1)
{"formula": "C10H10N2O2", "method": "ωB97M-V/def2-TZVPD", "total_energy_ev": -17604.418, "de_lowest_kj_mol": 397.9, "charge": 0, "smiles": "O=c1cc[nH]c(=O)[nH]1.c1ccccc1", "homo_lumo_gap_ev": 9.0, "elements": ["O", "C", "C", "C", "N", "C", "O", "N", "H", "H", "H", "H", "C", "C", "C", "C", "C", "C", "H", "H", "H", "H", "H", "H"], "coordinates": [[-1.71, -2.17, 0.27], [-0.88, -1.60, 1.03], [-0.75, -1.02, 2.32], [0.39, -0.35, 2.67], [1.53, -0.53, 1.93], [1.59, -1.17, 0.71], [2.67, -1.22, 0.13], [0.30, -1.43, 0.18], [-1.74, -0.97, 2.88], [0.68, 0.65, 3.38], [2.45, -0.36, 2.11], [0.23, -1.40, -0.86], [-0.46, 1.69, -0.32], [-1.64, 1.06, -0.76], [-1.53, 0.27, -1.81], [-0.33, 0.25, -2.46], [0.84, 0.88, -2.04], [0.66, 1.79, -1.16], [-0.52, 2.26, 0.56], [-2.51, 0.90, 0.03], [-2.40, -0.30, -2.09], [-0.09, -0.21, -3.53], [1.76, 0.79, -2.56], [1.45, 2.19, -0.61]], "lowdin_charge": [0.01, -0.39, -0.02, -0.06, 0.10, -0.49, 0.06, 0.17, 0.14, 0.20, 0.12, 0.15, -0.07, -0.11, -0.16, -0.10, -0.14, -0.12, 0.09, 0.16, 0.12, 0.15, 0.11, 0.10]}

(2)
{"formula": "C10H10N2O9S2Zr", "method": "ωB97M-V/def2-TZVPD", "total_energy_ev": -54895.620, "charge": 0, "homo_lumo_gap_ev": 8.8, "elements": ["Zr", "N", "C", "C", "O", "N", "C", "C", "O", "O", "H", "H", "H", "H", "H", "H", "O", "S", "O", "O", "C", "C", "C", "C", "C", "C", "S", "O", "O", "O", "H", "H", "H", "H"], "coordinates": [[-0.15, 0.08, 1.17], [0.38, 1.25, 3.12], [-0.05, 2.64, 2.77], [0.52, 2.89, 1.37], [1.45, 3.64, 1.20], [-0.08, 2.05, 0.45], [0.71, 1.80, -0.76], [1.70, 0.61, -0.54], [2.27, 0.06, -1.44], [1.78, 0.27, 0.77], [1.39, 1.24, 3.28], [-0.08, 0.91, 3.96], [-1.14, 2.66, 2.75], [0.33, 3.40, 3.45], [0.08, 1.58, -1.61], [1.34, 2.66, -0.99], [-2.02, 0.12, 2.28], [-2.84, -0.36, 1.12], [-4.15, 0.18, 1.03], [-1.94, -0.12, -0.05], [-2.97, -2.12, 1.34], [-4.27, -2.59, 1.44], [-4.51, -3.95, 1.64], [-3.46, -4.83, 1.73], [-2.15, -4.38, 1.64], [-1.89, -3.04, 1.44], [-0.15, -2.63, 1.37], [0.60, -3.82, 1.48], [0.06, -1.63, 2.47], [0.01, -1.82, 0.14], [-5.09, -1.89, 1.37], [-5.53, -4.30, 1.73], [-3.65, -5.89, 1.89], [-1.32, -5.07, 1.71]], "lowdin_charge": [1.78, -0.04, -0.12, -0.55, 0.08, -0.14, -0.11, -0.59, 0.13, -0.21, 0.12, 0.11, 0.12, 0.12, 0.12, 0.13, -0.41, 0.56, -0.22, -0.38, -0.21, -0.04, -0.04, -0.04, -0.04, -0.21, 0.56, -0.21, -0.40, -0.37, 0.12, 0.12, 0.12, 0.12]}

(3)
{"formula": "C10H10N4O2", "method": "ωB97M-V/def2-TZVPD", "total_energy_ev": -20583.879, "de_lowest_kj_mol": 264.5, "charge": 0, "smiles": "[H]/N=c1/nc(Oc2ccccc2)cc(N)n1O", "homo_lumo_gap_ev": 8.4, "elements": ["H", "N", "C", "N", "C", "O", "C", "C", "C", "C", "C", "C", "C", "C", "N", "N", "O", "H", "H", "H", "H", "H", "H", "H", "H", "H"], "coordinates": [[-1.10, -3.15, 2.50], [-1.22, -2.50, 1.72], [-0.33, -1.64, 1.71], [-0.39, -0.79, 0.61], [0.50, 0.13, 0.53], [0.53, 0.92, -0.63], [-0.35, 1.13, -1.63], [-1.61, 0.50, -1.77], [-2.41, 0.70, -2.91], [-1.98, 1.72, -3.81], [-0.77, 2.31, -3.70], [-0.01, 2.03, -2.54], [1.66, 0.09, 1.41], [1.73, -0.84, 2.41], [2.81, -0.79, 3.20], [0.67, -1.70, 2.69], [0.51, -2.40, 3.96], [-2.05, -0.20, -1.02], [-3.38, 0.19, -2.97], [-2.58, 1.79, -4.67], [-0.45, 2.96, -4.54], [1.02, 2.51, -2.62], [2.44, 0.76, 1.19], [3.10, -1.71, 3.53], [3.57, -0.21, 2.79], [0.07, -1.81, 4.55]], "lowdin_charge": [0.05, 0.14, -0.46, 0.18, -0.25, 0.05, -0.30, -0.01, -0.05, -0.13, -0.10, -0.04, 0.03, -0.33, 0.13, 0.01, 0.06, 0.11, 0.11, 0.08, 0.12, 0.14, 0.10, 0.11, 0.13, 0.11]}

(4)
{"formula": "C10H10NO2", "method": "ωB97M-V/def2-TZVPD", "total_energy_ev": -16119.969, "de_lowest_kj_mol": 0.0, "charge": -1, "homo_lumo_gap_ev": 8.2, "elements": ["O", "O", "C", "C", "H", "H", "H", "C", "C", "C", "C", "C", "C", "C", "C", "N", "H", "H", "H", "H", "H", "H", "H"], "coordinates": [[1.32, -0.21, 3.23], [0.32, 1.58, 2.25], [0.90, 0.98, 3.19], [1.18, 1.83, 4.46], [2.16, 2.32, 4.35], [0.41, 2.61, 4.59], [1.19, 1.20, 5.37], [0.39, -2.34, -0.98], [0.63, -1.68, 0.21], [-1.35, -0.35, -3.72], [-1.47, 0.85, -2.98], [-0.75, -1.48, -3.16], [-0.99, 0.95, -1.68], [-0.26, -1.41, -1.85], [-0.39, -0.19, -1.13], [0.16, -0.39, 0.11], [0.66, -3.37, -1.19], [1.11, -2.03, 1.12], [-1.73, -0.39, -4.74], [-1.95, 1.72, -3.45], [-0.66, -2.40, -3.74], [-1.09, 1.88, -1.11], [0.21, 0.31, 0.86]], "lowdin_charge": [-0.09, -0.11, -0.76, -0.06, 0.06, 0.05, 0.05, -0.06, -0.09, -0.14, -0.13, -0.07, -0.03, -0.21, -0.21, 0.10, 0.09, 0.11, 0.09, 0.09, 0.10, 0.11, 0.10]}

(5)
{"formula": "C10H10O2", "method": "ωB97M-V/def2-TZVPD", "total_energy_ev": -14621.532, "de_lowest_kj_mol": 618.8, "charge": 0, "smiles": "CC#CC(=O)/C=C\\CC=C=CO", "homo_lumo_gap_ev": 9.2, "elements": ["C", "C", "C", "C", "O", "C", "C", "C", "C", "C", "C", "O", "H", "H", "H", "H", "H", "H", "H", "H", "H", "H"], "coordinates": [[-0.73, 2.46, 1.40], [0.34, 1.81, 0.73], [1.22, 1.30, 0.07], [2.25, 0.64, -0.54], [2.87, 1.10, -1.47], [2.53, -0.75, -0.14], [1.72, -1.65, 0.50], [0.26, -1.50, 0.68], [-0.43, -1.74, -0.62], [-1.60, -1.18, -0.88], [-2.66, -0.48, -1.15], [-2.73, 0.83, -1.79], [-1.49, 1.75, 1.34], [-1.04, 3.39, 0.91], [-0.54, 2.70, 2.45], [3.56, -1.02, -0.31], [2.27, -2.57, 0.77], [-0.08, -2.37, 1.50], [-0.15, -0.59, 1.14], [0.06, -2.38, -1.32], [-3.67, -0.68, -0.84], [-1.94, 0.93, -2.44]], "lowdin_charge": [-0.07, -0.03, 0.05, -0.47, 0.11, -0.01, -0.08, -0.22, -0.11, -0.01, -0.16, -0.09, 0.06, 0.10, 0.10, 0.11, 0.11, 0.17, 0.09, 0.11, 0.10, 0.14]}

(6)
{"formula": "C10H11", "method": "ωB97M-V/def2-TZVPD", "total_energy_ev": -10545.819, "de_lowest_kj_mol": 0.0, "charge": 0, "multiplicity": 2, "s2": 0.75, "homo_lumo_gap_ev": [8.9, 9.3], "elements": ["C", "C", "C", "C", "C", "C", "C", "C", "C", "C", "H", "H", "H", "H", "H", "H", "H", "H", "H", "H", "H"], "coordinates": [[1.40, -1.54, 1.20], [0.21, -1.87, 0.41], [-0.21, -0.71, -0.47], [-0.51, 0.52, 0.13], [-0.82, 1.63, -0.68], [-0.85, 1.48, -2.06], [-0.52, 0.26, -2.66], [-0.18, -0.83, -1.86], [-0.44, 0.63, 1.60], [0.40, 1.48, 2.23], [1.48, -1.90, 2.22], [2.33, -1.24, 0.69], [0.33, -2.76, -0.21], [-0.54, -2.05, 1.20], [-1.03, 2.59, -0.20], [-1.13, 2.34, -2.69], [-0.51, 0.16, -3.74], [0.13, -1.78, -2.30], [-1.05, -0.08, 2.20], [0.37, 1.61, 3.32], [1.14, 2.05, 1.67]], "lowdin_charge": [0.01, -0.24, -0.19, -0.21, -0.04, -0.09, -0.08, -0.04, -0.15, 0.02, 0.06, 0.07, 0.11, 0.11, 0.12, 0.10, 0.10, 0.11, 0.12, 0.06, 0.07]}

(7)
{"formula": "C10H11BMoN5O7S", "method": "ωB97M-V/def2-TZVPD", "total_energy_ev": -45689.865, "de_lowest_kj_mol": 77.0, "charge": 1, "multiplicity": 3, "s2": 2.01, "homo_lumo_gap_ev": [6.8, 7.6], "elements": ["Mo", "C", "C", "N", "C", "C", "N", "C", "O", "O", "C", "O", "O", "H", "H", "H", "H", "H", "S", "C", "C", "N", "C", "H", "H", "H", "O", "N", "O", "O", "B", "C", "N", "H", "H", "H"], "coordinates": [[0.92, -1.01, 0.60], [0.71, 2.13, -1.53], [-0.47, 1.46, -0.93], [-0.47, 0.32, -0.26], [-1.77, 0.06, 0.14], [-2.58, 1.05, -0.32], [-1.73, 1.92, -0.97], [-4.06, 1.23, -0.25], [-4.49, 2.50, -0.12], [-4.80, 0.30, -0.34], [-1.94, -1.12, 1.03], [-2.95, -1.58, 1.43], [-0.69, -1.61, 1.35], [1.62, 1.60, -1.25], [0.79, 3.15, -1.17], [0.64, 2.15, -2.62], [-2.03, 2.74, -1.49], [-3.84, 3.07, 0.31], [0.99, -4.61, -2.29], [-0.28, -3.56, -2.74], [-0.30, -2.47, -1.95], [0.70, -2.46, -0.99], [1.45, -3.54, -1.08], [-0.95, -3.80, -3.55], [-1.00, -1.66, -2.01], [2.28, -3.74, -0.41], [4.57, -1.33, 1.00], [3.43, -1.42, 0.74], [2.58, -2.14, 1.39], [2.87, -0.79, -0.25], [1.89, 2.62, 3.42], [1.65, 1.39, 2.54], [1.45, 0.50, 1.81], [0.79, 2.97, 3.77], [2.62, 2.31, 4.32], [2.38, 3.41, 2.65]], "lowdin_charge": [1.83, 0.04, -0.30, -0.02, -0.11, -0.04, 0.21, -0.45, 0.15, 0.20, -0.45, 0.22, -0.21, 0.08, 0.11, 0.10, 0.19, 0.13, 1.15, -0.33, -0.20, -0.19, -0.43, 0.09, 0.11, 0.09, 0.23, -0.50, -0.13, -0.16, -0.36, -0.12, -0.02, 0.04, 0.03, 0.04]}

(8)
{"formula": "C10H11BrO", "method": "ωB97M-V/def2-TZVPD", "total_energy_ev": -82634.201, "de_lowest_kj_mol": 285.6, "charge": 0, "smiles": "C=C1C=CC=C[C@@H]1[C@]1(Br)O[C@@H]1C", "homo_lumo_gap_ev": 8.4, "elements": ["C", "C", "C", "C", "C", "C", "C", "C", "Br", "O", "C", "C", "H", "H", "H", "H", "H", "H", "H", "H", "H", "H", "H"], "coordinates": [[2.04, 0.11, -1.59], [0.99, 0.32, -0.74], [1.38, 0.60, 0.63], [0.79, 1.49, 1.44], [-0.28, 2.20, 0.81], [-0.89, 1.78, -0.29], [-0.51, 0.51, -0.95], [-1.54, -0.59, -0.40], [-3.55, -0.50, -0.98], [-1.71, -0.65, 0.97], [-1.33, -1.86, 0.26], [0.05, -2.33, 0.63], [1.70, 0.20, -2.62], [3.05, 0.15, -1.29], [2.39, 0.27, 0.84], [1.21, 1.73, 2.40], [-0.61, 3.03, 1.34], [-1.44, 2.52, -0.91], [-0.63, 0.80, -2.03], [-2.20, -2.52, 0.16], [0.13, -3.38, 0.70], [0.24, -2.01, 1.64], [0.71, -1.87, -0.03]], "lowdin_charge": [0.11, -0.27, -0.10, -0.06, -0.09, -0.09, -0.20, -0.60, 0.61, -0.07, -0.30, 0.00, 0.07, 0.06, 0.11, 0.11, 0.09, 0.13, 0.15, 0.12, 0.07, 0.09, 0.04]}

(9)
{"formula": "C10H11Cl5LiN5", "method": "ωB97M-V/def2-TZVPD", "total_energy_ev": -80817.826, "charge": 0, "homo_lumo_gap_ev": 8.3, "elements": ["Li", "C", "N", "C", "C", "N", "N", "C", "N", "N", "H", "H", "H", "H", "H", "H", "H", "H", "H", "H", "H", "Cl", "C", "C", "C", "Cl", "C", "Cl", "C", "Cl", "C", "Cl"], "coordinates": [[-0.28, 0.19, -0.12], [3.57, -2.47, -0.37], [2.24, -3.06, -0.33], [2.11, -4.06, 0.73], [1.18, -2.19, -0.56], [1.25, -0.93, -0.68], [-0.02, -2.88, -0.74], [-1.31, -2.41, -0.71], [-2.23, -3.44, -0.79], [-1.61, -1.17, -0.66], [4.30, -3.27, -0.39], [3.78, -1.84, 0.51], [3.68, -1.88, -1.28], [2.79, -4.89, 0.51], [1.10, -4.45, 0.78], [2.36, -3.64, 1.71], [2.16, -0.58, -0.41], [0.09, -3.84, -1.04], [-2.01, -4.26, -0.25], [-3.19, -3.16, -0.70], [-2.61, -1.03, -0.56], [0.04, -1.72, 2.63], [0.11, 0.03, 2.92], [-0.06, 0.87, 1.84], [0.01, 2.21, 2.14], [-0.18, 3.35, 0.81], [0.23, 2.72, 3.42], [0.30, 4.42, 3.72], [0.39, 1.82, 4.47], [0.66, 2.41, 6.07], [0.33, 0.45, 4.22], [0.55, -0.66, 5.53]], "lowdin_charge": [0.54, -0.07, -0.16, -0.07, -0.48, 0.10, 0.12, -0.53, 0.14, 0.07, 0.09, 0.10, 0.09, 0.09, 0.07, 0.08, 0.05, 0.14, 0.10, 0.10, 0.07, 0.61, -0.70, -0.24, -0.73, 0.59, -0.72, 0.65, -0.71, 0.66, -0.72, 0.65]}

(10)
{"formula": "C10H11ClN2OS", "method": "ωB97M-V/def2-TZVPD", "total_energy_ev": -38932.810, "de_lowest_kj_mol": 0.0, "charge": 0, "smiles": "CCN1S[C@H](Cl)N(c2ccccc2)C1=O", "homo_lumo_gap_ev": 9.1, "elements": ["C", "C", "N", "S", "C", "Cl", "N", "C", "C", "C", "C", "C", "C", "C", "O", "H", "H", "H", "H", "H", "H", "H", "H", "H", "H", "H"], "coordinates": [[3.46, 0.84, -1.09], [3.27, 0.90, 0.44], [2.13, 0.19, 0.91], [2.26, -1.50, 0.87], [0.44, -1.70, 0.37], [0.41, -2.48, -1.25], [0.03, -0.30, 0.30], [-1.36, -0.03, 0.18], [-1.86, 0.12, -1.10], [-3.24, 0.16, -1.15], [-3.99, -0.09, -0.06], [-3.42, -0.23, 1.19], [-2.06, -0.16, 1.33], [0.97, 0.66, 0.33], [0.75, 1.81, 0.05], [2.40, 0.79, -1.50], [4.17, 1.61, -1.43], [3.85, -0.16, -1.41], [4.18, 0.55, 0.93], [3.32, 1.93, 0.91], [-0.04, -2.41, 1.06], [-1.22, 0.32, -1.91], [-3.74, 0.31, -2.10], [-5.02, -0.25, -0.19], [-3.98, -0.53, 2.06], [-1.69, -0.34, 2.26]], "lowdin_charge": [-0.08, -0.32, -0.37, 0.94, -0.81, 0.57, -0.07, -0.23, 0.01, -0.07, -0.09, -0.06, -0.01, -0.63, 0.12, 0.09, 0.08, 0.07, 0.10, 0.14, 0.08, 0.11, 0.11, 0.10, 0.11, 0.10]}

(11)
{"formula": "C10H11F5N4O3RuSeTe", "method": "ωB97M-V/def2-TZVPD", "total_energy_ev": -111451.298, "de_lowest_kj_mol": 80.3, "charge": 1, "multiplicity": 6, "s2": 8.78, "homo_lumo_gap_ev": [9.1, 5.7], "elements": ["Ru", "C", "O", "C", "O", "N", "N", "H", "H", "H", "H", "H", "H", "N", "C", "C", "C", "C", "C", "C", "C", "H", "H", "H", "H", "H", "F", "Te", "F", "F", "F", "F", "O", "Se", "C", "N"], "coordinates": [[-0.14, -0.59, 1.25], [3.14, 1.24, -1.85], [3.33, -0.06, -1.25], [2.43, -0.43, -0.37], [1.48, 0.28, -0.03], [2.68, -1.66, 0.13], [1.73, -2.22, 0.98], [3.97, 1.36, -2.53], [3.16, 2.01, -1.09], [2.20, 1.26, -2.39], [3.38, -2.23, -0.32], [2.14, -2.51, 1.85], [1.22, -2.98, 0.55], [-1.12, 1.25, 0.52], [-2.05, 1.83, 0.16], [-3.18, 2.56, -0.32], [-3.13, 3.96, -0.36], [-4.23, 4.65, -0.83], [-5.36, 3.96, -1.26], [-5.40, 2.57, -1.21], [-4.31, 1.86, -0.75], [-2.25, 4.48, -0.03], [-4.21, 5.73, -0.87], [-6.21, 4.51, -1.63], [-6.28, 2.04, -1.55], [-4.32, 0.78, -0.71], [-1.83, -3.40, -1.70], [-2.27, -2.61, -0.05], [-3.69, -1.87, -1.07], [-0.59, -2.06, 2.32], [-2.84, -1.29, 1.28], [-1.30, -4.10, 0.69], [-0.82, -1.53, -0.33], [1.47, 1.90, 5.26], [0.96, 0.99, 3.83], [0.63, 0.37, 2.90]], "lowdin_charge": [1.44, 0.00, 0.02, -0.55, -0.05, 0.05, 0.02, 0.10, 0.10, 0.10, 0.17, 0.12, 0.10, 0.11, -0.07, -0.21, -0.02, -0.06, -0.05, -0.05, 0.00, 0.12, 0.11, 0.12, 0.12, 0.11, -0.42, 1.95, -0.43, -0.50, -0.50, -0.45, -0.71, 0.94, -0.74, -0.03]}

(12)
{"formula": "C10H11N2", "method": "ωB97M-V/def2-TZVPD", "total_energy_ev": -13517.934, "de_lowest_kj_mol": 403.6, "charge": 1, "smiles": "[H]/N=C\\CCC#C[n+]1ccccc1", "homo_lumo_gap_ev": 7.6, "elements": ["H", "N", "C", "C", "C", "C", "C", "N", "C", "C", "C", "C", "C", "H", "H", "H", "H", "H", "H", "H", "H", "H", "H"], "coordinates": [[-3.09, -1.77, -0.42], [-2.26, -1.63, -1.02], [-2.03, -0.69, -1.82], [-2.73, 0.66, -1.81], [-1.62, 1.81, -1.62], [-0.73, 1.38, -0.56], [0.11, 0.83, 0.11], [1.05, 0.18, 0.88], [1.30, -1.07, 0.48], [2.22, -1.82, 1.21], [2.82, -1.22, 2.29], [2.50, 0.06, 2.66], [1.68, 0.79, 1.88], [-1.30, -0.67, -2.58], [-3.21, 0.94, -2.79], [-3.44, 0.66, -0.94], [-2.25, 2.77, -1.55], [-1.08, 2.00, -2.53], [0.85, -1.21, -0.51], [2.73, -2.65, 0.73], [3.64, -1.80, 2.76], [3.29, 0.58, 3.29], [1.54, 1.87, 1.88]], "lowdin_charge": [0.08, 0.11, -0.29, -0.15, -0.17, 0.03, 0.01, -0.04, 0.05, 0.01, -0.02, -0.02, 0.00, 0.10, 0.13, 0.12, 0.15, 0.11, 0.16, 0.14, 0.15, 0.17, 0.17]}